# C39H70O39

A 13-piece molecular cluster, C39H70O39 overall in a non-equilibrium geometry (ωB97M-V with the def2-TZVPD basis set, the OMol25 dataset).

Last column: Mulliken charge in e.
Element x y z (Å)
C 4.4674 -14.3878 21.9758  -0.40
C 3.9075 -15.7869 21.6908  -0.43
O 2.5152 -15.5101 21.6054  -0.37
C 2.2072 -14.3303 22.1244  0.22
O 1.1050 -13.9339 22.3510  -0.31
O 3.3426 -13.6278 22.3654  -0.01
H 4.7858 -13.9277 21.0323  0.30
H 5.3422 -14.3703 22.6239  0.32
H 3.9893 -16.5496 22.4691  0.27
H 4.2843 -16.2130 20.7628  0.30
C -1.5500 -2.6164 19.8149  0.86
C -2.7353 -3.1405 18.9886  0.78
O -2.8505 -2.2040 17.9330  -0.37
C -1.6709 -1.5800 17.7819  0.51
O -1.3668 -0.9076 16.8497  -0.55
O -0.9598 -1.6716 18.9173  -0.38
H -0.7882 -3.3693 20.0088  -0.62
H -1.8029 -2.0159 20.6874  0.19
H -3.6449 -3.1235 19.5859  0.30
H -2.5147 -4.1662 18.6997  -0.58
C 1.5316 -5.0419 18.9969  0.40
C 2.9643 -5.5192 19.2876  0.22
O 3.1924 -5.0318 20.6020  -0.44
C 2.1729 -4.2601 21.0380  0.57
O 2.1411 -3.7450 22.1021  -0.52
O 1.1598 -4.2001 20.1193  -0.19
H 0.7822 -5.8202 18.8822  -0.49
H 1.5007 -4.1907 18.3111  0.30
H 3.6417 -5.0215 18.5889  0.30
H 3.1400 -6.5817 19.1330  -0.24
C -4.3198 -10.4292 20.7475  -0.16
C -3.1276 -10.6107 19.7901  1.18
O -3.1489 -11.9600 19.4144  -0.34
C -4.1953 -12.5812 19.9933  0.51
O -4.4033 -13.7494 19.9518  -0.57
O -4.9722 -11.7019 20.6531  -0.39
H -4.9732 -9.6489 20.3595  0.13
H -4.0245 -10.1932 21.7673  0.23
H -2.2485 -10.3365 20.3768  -0.58
H -3.2289 -9.9778 18.9087  0.27
C -0.9890 -6.8097 21.1212  0.04
O 0.1325 -7.5459 21.5430  -0.32
C 0.0307 -8.8608 21.7646  0.50
O -0.9464 -9.5199 21.5203  -0.35
O 1.2000 -9.2832 22.1841  -0.71
C 1.3822 -10.6771 22.3708  0.79
H -0.8072 -5.7569 21.3264  0.07
H -1.8941 -7.0675 21.6765  0.24
H -1.1239 -6.9744 20.0508  -0.28
H 2.2711 -10.8149 22.9794  0.05
H 1.7029 -10.9386 21.3477  0.35
H 0.5555 -11.3311 22.6368  -0.81
C 0.7888 -11.7640 15.5279  -0.74
O 0.9986 -12.4873 16.7348  -0.42
C 0.3391 -12.0964 17.8045  0.61
O -0.5374 -11.2758 17.9017  -0.29
O 0.7318 -12.8869 18.8031  -0.33
C 0.0841 -12.6644 20.0481  -0.16
H 1.6766 -11.2289 15.1856  0.32
H 0.0731 -10.9467 15.6210  0.27
H 0.4687 -12.4487 14.7492  0.33
H -0.9897 -12.7806 19.8729  0.39
H 0.1878 -11.6530 20.4446  -0.01
H 0.2984 -13.4024 20.8158  0.21
C -6.0475 -5.7384 28.0147  -0.67
O -4.8642 -5.4025 27.2855  -0.33
C -4.7233 -6.1154 26.1751  0.70
O -5.5104 -6.8403 25.6519  -0.53
O -3.4808 -5.8528 25.7326  -0.35
C -3.0979 -6.5491 24.5487  -0.47
H -6.2570 -4.9749 28.7569  0.25
H -5.9618 -6.7506 28.4056  0.29
H -6.9228 -5.7314 27.3608  0.31
H -2.2195 -6.0735 24.1219  0.29
H -3.9407 -6.5581 23.8583  0.37
H -2.8313 -7.5700 24.8252  0.17
C -0.8554 -3.7105 15.3384  -0.25
O -0.8137 -5.1156 15.1664  -0.46
C -0.9175 -5.8940 16.2434  0.48
O -1.2676 -5.5057 17.3312  0.06
O -0.7216 -7.1557 15.9125  -0.42
C -0.8961 -8.1273 16.9505  0.51
H -1.6677 -3.1780 14.8541  0.31
H 0.1158 -3.3414 14.9950  0.42
H -0.8014 -3.2983 16.3507  -0.26
H -0.0286 -8.7732 16.8636  -0.02
H -1.8005 -8.7197 16.8131  0.29
H -1.0053 -7.6810 17.9375  -0.73
C 6.4591 -9.3745 22.0258  -0.69
O 5.7252 -10.0728 21.0245  -0.35
C 4.6799 -9.4500 20.4876  0.85
O 4.3116 -8.3316 20.6835  -0.49
O 4.1603 -10.3243 19.6198  -0.32
C 2.9940 -9.9305 18.9280  -0.46
H 5.8881 -8.9450 22.8513  0.31
H 6.9491 -8.5168 21.5633  0.32
H 7.1536 -10.1024 22.4328  0.24
H 2.1068 -9.6906 19.5260  0.01
H 2.6804 -10.7561 18.2971  0.20
H 3.1350 -8.9888 18.3937  0.39
C 3.3619 -11.5925 25.3543  -0.46
O 2.2251 -10.8257 25.6881  -0.39
C 1.0281 -11.3769 25.5269  0.93
O 0.7905 -12.5556 25.4379  -0.58
O 0.1219 -10.4272 25.4932  -0.30
C -1.2523 -10.7223 25.3096  -0.09
H 4.1028 -10.9035 24.9495  0.22
H 3.1301 -12.3464 24.6010  0.08
H 3.8320 -12.1102 26.1916  0.37
H -1.8382 -9.8737 24.9719  0.00
H -1.6393 -11.0697 26.2676  0.56
H -1.3626 -11.5270 24.5815  -0.96
C 1.7096 1.8756 24.7037  -0.65
O 1.5571 0.9499 23.6387  -0.36
C 1.0630 -0.2676 23.8570  0.76
O 0.6494 -0.6715 24.9118  -0.57
O 1.0977 -0.9090 22.7036  -0.23
C 0.3082 -2.0756 22.6177  0.08
H 2.7354 1.9346 25.0619  0.25
H 0.9688 1.6777 25.4764  0.34
H 1.4796 2.8355 24.2392  0.23
H 0.5234 -2.6592 21.7271  -0.52
H -0.7480 -1.8099 22.5325  0.31
H 0.3743 -2.7614 23.4622  0.38
C -4.2577 -5.5881 15.3371  -0.64
O -4.2638 -5.3486 16.7355  -0.20
C -4.8316 -6.1812 17.5911  0.73
O -5.5855 -7.0816 17.3396  -0.61
O -4.3792 -5.8442 18.7883  -0.24
C -4.2364 -6.8136 19.8354  -0.37
H -3.2280 -5.7060 15.0107  0.18
H -4.6502 -4.7328 14.7867  0.23
H -4.8981 -6.4356 15.0978  0.38
H -3.6182 -7.6254 19.4468  0.07
H -5.2518 -7.1195 20.0917  0.55
H -3.7236 -6.2773 20.6289  0.01
C -3.5758 -16.5975 22.5570  -0.78
O -2.5140 -15.6582 22.6715  -0.24
C -2.7654 -14.4707 23.1354  0.87
O -3.7426 -14.1238 23.7758  -0.64
O -1.8628 -13.5774 22.7372  -0.24
C -1.9258 -12.3020 23.3766  0.81
H -3.2739 -17.5144 23.0640  0.27
H -3.8279 -16.7951 21.5206  0.25
H -4.4444 -16.2839 23.1350  0.36
H -1.0828 -11.6795 23.0948  -1.14
H -2.0336 -12.4078 24.4534  0.66
H -2.8459 -11.8159 23.0435  0.40

Atoms 1-6, force components in eV/Å:
0.738 -0.224 -1.659
-0.115 0.043 0.401
-0.701 -0.784 -0.701
0.077 0.327 0.483
0.763 -0.231 0.427
-0.203 0.251 1.045

Charge: 0
Energy above the lowest of the compared OMol25 structures with the same formula, charge and spin: 110.6 kcal per mole
Kohn-Sham gap: 10.368 eV
E_LUMO: 0.0044 Eh

# C39H72Cl17F3N3O5P2SSi

A 9-piece molecular cluster, C39H72Cl17F3N3O5P2SSi overall in a non-equilibrium geometry (ωB97M-V with the def2-TZVPD basis set, the OMol25 dataset).

Last column: Mulliken charge in e.
Element x y z (Å)
C -0.9181 0.1701 1.8985  -1.13
C -1.2685 0.9945 0.7139  0.16
C -0.3296 2.0149 -0.1336  0.42
C -0.7728 1.8204 -1.7366  0.79
F 0.4745 2.1723 -2.5150  -0.36
F -1.8050 2.7745 -2.1890  -0.37
C -1.1361 0.2827 -2.1477  -0.77
C -2.7327 -0.0759 -2.2270  -0.46
Si -3.1923 -1.4383 -3.5241  0.08
C -4.3526 -0.5795 -4.8470  -0.68
C -1.7007 -2.1492 -4.5105  -0.87
C -4.0521 -2.9389 -2.6318  0.71
C -3.0583 -4.2169 -2.2487  -0.22
C -3.6839 -5.5116 -1.4580  -0.45
C -5.3031 -5.4783 -1.0844  -0.20
C -6.2966 -4.2013 -1.5056  -0.60
C -5.6756 -2.9003 -2.2877  -0.23
C -0.7679 3.5906 0.2186  -1.25
N -0.1355 4.1521 1.4717  0.83
C -1.0673 4.2994 2.6561  0.28
C -2.3970 5.2198 2.4094  -1.03
F -1.5887 2.9799 3.1777  -0.32
P 0.3901 5.8305 1.0443  0.26
O 0.5781 6.8447 2.4389  -0.42
O -0.7734 6.6475 0.0406  -0.48
C 1.0473 3.3323 1.9411  0.24
C 2.1055 4.0869 2.9265  -0.30
C 3.1308 2.9457 3.5939  -0.43
C 3.9860 3.5781 4.8516  -0.56
C 4.6783 2.2920 5.6475  -0.32
S 3.4137 1.3381 6.6795  1.13
O 2.2909 2.3550 7.0835  -0.57
O 2.7670 0.2353 5.7840  -0.50
Cl 4.2614 0.3438 8.3297  -0.23
C 1.9321 2.8954 0.5899  -0.97
N 1.1352 1.8461 -0.0991  0.68
P 1.8180 0.2560 -0.2244  -0.09
N 3.1576 0.1621 -1.4511  -0.47
O 2.6102 -0.1031 1.3242  -0.18
H -0.1894 -0.7739 1.8896  0.21
H -1.3932 0.4187 2.9642  0.18
H -2.4078 0.9175 0.3610  0.34
H -0.6284 -0.5537 -1.5065  0.13
H -0.7127 0.1328 -3.2547  0.40
H -3.4439 0.8297 -2.4287  0.37
H -3.0370 -0.5295 -1.1661  0.31
H -4.8977 0.3206 -4.3083  0.28
H -3.6752 -0.1196 -5.6848  0.24
H -5.0905 -1.3264 -5.3654  0.03
H -0.7628 -2.3796 -3.8262  0.29
H -1.3234 -1.3811 -5.3425  0.32
H -1.9249 -3.1498 -5.0994  0.12
H -1.9266 -4.1551 -2.5431  0.11
H -2.9601 -6.3919 -1.1630  0.28
H -5.7124 -6.4054 -0.4956  0.25
H -7.4500 -4.2165 -1.2101  0.27
H -6.2963 -1.9536 -2.5879  0.29
H -0.3063 4.2072 -0.6942  0.45
H -1.9407 3.5806 0.2224  0.04
H -0.5120 4.7784 3.5987  0.34
H -3.0247 5.1785 3.4242  0.39
H -3.1376 4.7973 1.5818  0.28
H -2.2024 6.3524 2.2018  0.28
H -0.2587 6.9469 2.9771  0.35
H -0.5728 7.6223 -0.0697  0.35
H 0.7679 2.3108 2.4549  -0.13
H 2.8253 4.7719 2.2643  0.38
H 1.6460 4.6546 3.8387  0.19
H 3.9242 2.5461 2.8185  0.17
H 2.4751 2.0232 3.9044  0.24
H 3.3104 4.2311 5.5493  0.34
H 4.8928 4.1743 4.3729  0.33
H 5.1651 1.5207 4.9052  0.40
H 5.5647 2.6741 6.3451  -0.03
H 2.0975 3.7895 -0.1527  0.14
H 2.9862 2.4622 0.8526  0.36
H 2.7352 0.6672 -2.2828  0.27
H 3.1696 -0.8724 -1.6906  0.29
H 3.3749 -0.7452 1.1747  0.05
Cl 6.5873 0.8133 -1.5642  -0.18
C 7.3906 -0.3886 -0.5226  -0.45
C 6.7665 -1.7693 -0.6507  -0.55
Cl 5.1226 -1.8307 0.0305  -0.19
H 7.3523 -0.0233 0.5083  0.28
H 8.4396 -0.4239 -0.8321  0.33
H 7.3657 -2.5000 -0.0999  0.35
H 6.7137 -2.0911 -1.6956  0.36
Cl 6.5398 5.2882 7.8016  -0.19
C 6.7300 3.7424 8.6670  -0.32
C 7.3728 3.9235 10.0330  -0.51
Cl 9.0802 4.4143 9.9139  -0.18
H 7.3146 3.0686 8.0328  0.34
H 5.7276 3.3185 8.7803  0.21
H 7.3523 2.9772 10.5813  0.32
H 6.8443 4.6737 10.6297  0.34
Cl -4.1180 -2.5148 -7.8891  -0.18
C -5.3301 -3.6902 -8.4583  -0.31
C -6.6804 -3.0424 -8.7209  -0.54
Cl -7.4694 -2.4987 -7.2201  -0.18
H -5.4042 -4.4884 -7.7132  0.08
H -4.9389 -4.1241 -9.3837  0.41
H -7.3542 -3.7655 -9.1895  0.35
H -6.5894 -2.1799 -9.3887  0.32
Cl -4.4711 -6.9763 -7.8776  -0.19
C -2.8639 -6.6287 -7.1916  -0.33
C -2.7473 -7.0774 -5.7435  -0.60
Cl -3.7588 -6.0994 -4.6522  -0.05
H -2.6750 -5.5558 -7.2974  0.18
H -2.1350 -7.1645 -7.8074  0.37
H -1.7139 -6.9666 -5.4025  0.27
H -3.0344 -8.1269 -5.6235  0.39
Cl -8.7861 0.9037 -6.0798  -0.16
C -9.9141 1.2800 -7.4067  -0.45
C -11.2509 0.5745 -7.2425  -0.44
Cl -11.1126 -1.1879 -7.4552  -0.16
H -9.4294 1.0104 -8.3502  0.29
H -10.0616 2.3643 -7.3979  0.32
H -11.9545 0.9312 -8.0004  0.29
H -11.6874 0.7647 -6.2569  0.31
Cl 3.4688 -5.4514 5.9486  -0.19
C 4.1295 -4.3968 7.2237  -0.48
C 4.0226 -2.9233 6.8641  -0.22
Cl 5.0996 -2.4792 5.5175  -0.17
H 5.1675 -4.6931 7.4045  0.33
H 3.5545 -4.6012 8.1320  0.33
H 4.3163 -2.3099 7.7208  0.11
H 2.9998 -2.6508 6.5853  0.31
Cl -4.4315 -7.3676 1.7244  -0.17
C -3.7708 -6.3130 2.9996  -0.46
C -3.8777 -4.8395 2.6400  -0.54
Cl -2.8007 -4.3954 1.2934  -0.12
H -2.7328 -6.6093 3.1804  0.32
H -4.3458 -6.5175 3.9079  0.31
H -3.5840 -4.2261 3.4966  0.38
H -4.9005 -4.5670 2.3612  0.31
Cl 8.7009 3.4281 1.4503  -0.17
C 9.5246 4.3997 0.2044  -0.44
C 9.1316 3.9819 -1.2037  -0.42
Cl 9.7503 2.3660 -1.6238  -0.17
H 10.6038 4.3116 0.3644  0.31
H 9.2394 5.4420 0.3770  0.29
H 9.5541 4.6821 -1.9302  0.33
H 8.0446 3.9735 -1.3319  0.27

Atoms 1-6, force components in eV/Å:
-0.051 0.879 -1.322
0.040 -1.215 2.156
-1.200 -0.934 -1.485
1.053 -0.321 -1.188
-3.216 -0.365 1.400
2.572 -2.240 1.247

Charge: +1
Energy above the lowest of the compared OMol25 structures with the same formula, charge and spin: 421.8 kcal per mole
Kohn-Sham gap: 6.121 eV
E_LUMO: -0.1179 Eh

# C39H73N8O10S3

A 5-piece molecular cluster, C39H73N8O10S3 overall in a non-equilibrium geometry (ωB97M-V with the def2-TZVPD basis set, the OMol25 dataset).

Last column: Mulliken charge in e.
Element x y z (Å)
C 6.0704 -2.2970 -0.1550  -1.23
C 4.7202 -2.8811 0.4447  0.06
O 4.6026 -2.6624 1.8521  -0.61
C 3.4247 -2.4298 -0.3804  -0.29
O 2.5739 -1.5469 0.4136  -0.18
N 1.4307 -1.2131 -0.3180  1.06
C 0.2079 -1.8648 0.2160  -0.73
C 0.2231 -3.4283 0.1837  -0.93
C 1.1472 -4.1411 1.2220  -0.14
O 1.6001 -5.2217 0.9034  -0.56
O 1.5434 -3.6292 2.4655  -0.32
C -0.0944 -1.1990 1.6125  -0.56
N -0.9988 -2.0298 2.4404  -0.49
C -0.7630 -1.9763 3.6440  0.39
S -0.3332 -1.9931 5.1953  -0.23
C -0.6363 0.2958 1.3631  1.60
C -2.1132 0.3358 0.8130  -1.66
C -3.2493 -0.0422 1.8359  -0.41
C -4.6557 0.3091 1.1286  -0.51
S -5.8213 -1.0778 1.5173  -0.01
C -5.8603 -2.2246 0.1002  -0.15
S -5.4113 -1.8009 -1.4290  -0.17
N -6.3379 -3.5887 0.2820  0.31
C -5.6511 -4.7228 0.7459  -0.11
C -6.5473 -5.8590 0.7652  -0.47
N -7.8140 -5.4154 0.2566  -0.53
C -7.6226 -4.0992 -0.0007  -0.14
O -0.4460 0.9433 2.6360  0.25
C -1.0625 2.2296 2.7386  -0.81
C -0.1277 3.2231 3.5735  0.35
C 0.9758 3.9226 2.6775  -1.59
C 0.4312 2.5844 4.9072  0.13
C 1.8172 1.8023 4.7090  -1.09
C -0.6411 1.7396 5.7061  -0.87
C 0.2789 1.0697 0.3061  -0.96
C 1.3421 0.2637 -0.5205  0.44
C 2.7780 0.9074 -0.1965  -1.99
C 1.1281 0.6191 -2.0771  -1.15
C -0.0777 -0.1306 -2.7488  -0.18
O -1.3627 0.4422 -2.4857  -0.52
H 5.9187 -1.9370 -1.2066  0.33
H 6.5187 -1.4981 0.5057  0.30
H 6.8198 -3.1410 -0.2130  0.34
H 4.7881 -4.0016 0.2907  0.38
H 4.1746 -3.4690 2.1984  0.31
H 2.8686 -3.3482 -0.7084  0.11
H 3.7897 -1.8410 -1.2794  0.47
H 1.6020 -1.6367 -1.2524  1.30
H -0.6395 -1.5497 -0.4687  -0.41
H -0.8338 -3.7773 0.3725  0.58
H 0.4799 -3.7518 -0.8643  0.66
H 1.0256 -4.1485 3.1204  0.36
H 0.8525 -1.0490 2.2189  0.91
H -2.2821 -0.2935 -0.1084  0.52
H -2.3299 1.3968 0.4775  0.56
H -3.1511 0.4282 2.8503  0.01
H -3.2995 -1.1563 2.0187  0.46
H -4.4432 0.3299 0.0287  0.61
H -5.0346 1.2947 1.5260  0.19
H -4.5818 -4.7763 1.0574  0.36
H -6.3455 -6.9144 1.0718  0.34
H -8.4878 -3.5379 -0.4171  0.35
H -1.2754 2.7550 1.7710  0.36
H -2.0411 2.2054 3.3093  0.17
H -0.8278 4.0568 3.8955  0.46
H 0.4608 4.4417 1.8122  0.41
H 1.4223 4.7572 3.2935  0.39
H 1.7732 3.2271 2.3109  0.24
H 0.6984 3.4570 5.5825  0.51
H 1.6671 0.9526 3.9964  -0.02
H 2.5746 2.5584 4.3801  0.31
H 2.1008 1.4475 5.7449  0.43
H -1.1178 0.9388 5.0857  -0.12
H -1.4053 2.4064 6.2051  0.26
H -0.0820 1.2340 6.5481  0.39
H 0.8158 1.9312 0.8022  -0.41
H -0.4178 1.5713 -0.4306  0.47
H 3.5987 0.4820 -0.8283  0.44
H 2.6699 1.9866 -0.5256  0.58
H 2.9980 0.9465 0.8998  0.33
H 2.1064 0.3837 -2.5863  0.33
H 0.9961 1.7381 -2.1433  0.50
H 0.0875 -0.0571 -3.8678  0.61
H -0.0422 -1.2434 -2.5270  -0.12
H -1.6692 0.8910 -3.2895  0.38
C 2.7329 2.3655 -5.2105  0.04
O 1.6091 1.9400 -4.9862  -0.66
N 3.6161 1.8147 -6.0748  0.14
C 4.9353 2.3763 -6.2898  -0.67
C 3.2299 0.6241 -6.8097  -0.92
H 3.1223 3.2617 -4.7059  0.45
H 5.0421 2.6493 -7.3425  0.36
H 5.6902 1.6298 -6.0307  0.34
H 5.0843 3.2622 -5.6741  0.01
H 2.3426 0.8418 -7.4075  0.30
H 2.9865 -0.1727 -6.1031  0.24
H 4.0399 0.3002 -7.4616  0.40
C -2.0849 -4.6737 -2.6055  0.14
O -1.3663 -3.8465 -2.0585  -0.69
N -1.6855 -5.8886 -3.0299  0.15
C -2.5963 -6.8192 -3.6715  -0.97
C -0.2994 -6.2791 -2.8391  -0.87
H -3.1510 -4.4766 -2.7967  0.26
H -2.6420 -7.7386 -3.0842  0.36
H -2.2284 -7.0474 -4.6741  0.35
H -3.5970 -6.3947 -3.7472  0.29
H -0.0617 -6.2567 -1.7730  0.27
H 0.3491 -5.5681 -3.3560  0.26
H -0.1293 -7.2805 -3.2303  0.39
C 5.8681 4.6635 -3.0825  0.08
O 4.8422 4.0419 -3.3106  -0.56
N 6.0800 5.9590 -3.3999  0.11
C 7.3282 6.6337 -3.0971  -0.91
C 5.0232 6.7001 -4.0660  -0.91
H 6.7300 4.1943 -2.5814  0.32
H 7.1266 7.4845 -2.4426  0.34
H 7.7782 6.9901 -4.0262  0.34
H 8.0246 5.9590 -2.5999  0.29
H 4.1321 6.7017 -3.4352  0.31
H 4.7800 6.2100 -5.0110  0.26
H 5.3390 7.7245 -4.2559  0.37
C -5.4539 2.2637 5.5764  0.09
O -4.8677 3.1309 6.1927  -0.61
N -6.4806 2.4740 4.7142  0.14
C -7.1312 1.3861 4.0121  -0.92
C -6.9402 3.8329 4.4890  -1.00
H -5.1835 1.1985 5.6751  0.34
H -7.0263 1.5450 2.9355  0.31
H -8.1912 1.3698 4.2754  0.38
H -6.6833 0.4278 4.2770  0.30
H -6.1137 4.4332 4.1027  0.30
H -7.2693 4.2633 5.4366  0.31
H -7.7640 3.8424 3.7767  0.40

Atoms 1-6, force components in eV/Å:
-0.022 -0.422 0.447
0.399 -0.843 -0.493
-0.168 -0.491 -0.871
1.025 0.139 -0.361
0.500 -1.150 0.445
0.069 -0.901 -1.329

Charge: +1
Kohn-Sham gap: 7.727 eV
E_LUMO: -0.0975 Eh